DFT (ωB97M-V/def2-TZVPD) results for H12MnO6 as an isolated structure.

XYZ file:
```
19
Properties=species:S:1:pos:R:3:forces:R:3:lowdin_spin:R:1
Mn -6.129446 2.777033 -32.141202 0.0 0.0 0.2 4.991
O -5.019492 -0.163480 -34.340397 -0.2 0.7 0.5 0.001
H -4.138296 -0.524771 -34.244512 0.3 -0.1 0.0 0.000
H -5.443246 -0.731891 -34.983499 -0.3 -0.2 -0.2 0.000
O -2.675703 3.504293 -33.114666 -0.9 -0.1 0.3 0.002
H -1.871450 3.082993 -32.811531 0.3 -0.2 0.2 0.000
H -2.414847 3.980199 -33.903144 0.0 0.2 -0.3 0.000
O -7.025591 6.000595 -30.888271 0.3 -0.9 -0.3 0.003
H -6.797627 6.328817 -30.018483 0.1 0.1 0.4 0.000
H -7.579415 6.684278 -31.265220 -0.2 0.2 -0.3 0.000
O -8.785035 1.080379 -30.291109 0.7 0.4 -0.5 0.002
H -9.136058 1.249792 -29.416861 0.0 0.1 0.4 0.000
H -9.503613 0.656303 -30.760203 -0.3 -0.2 -0.2 0.000
O -8.541491 3.151527 -35.022913 0.6 0.0 0.7 0.001
H -9.468676 2.946024 -35.142634 -0.4 -0.1 0.1 0.000
H -8.162135 3.067427 -35.897694 0.1 0.0 -0.4 0.000
O -4.206423 2.008405 -29.028347 -0.4 0.2 -0.8 0.002
H -3.648289 2.664399 -28.610744 0.2 0.3 0.1 0.000
H -4.281460 1.308889 -28.379292 -0.1 -0.3 0.2 0.000
```
Positions in Å, forces in eV/Å.

Summary:
Net charge   +2
Spin multiplicity   6
Frontier orbital gap (alpha / beta)   5.693 / 5.940 eV
Relative energy (zero: lowest compared OMol25 entry of this formula, charge and spin)   176.3 kcal/mol
E   -1608.8745 Ha
E_LUMO (alpha / beta)   -12.309 / -12.060 eV


DFT (ωB97M-V/def2-TZVPD) results for C30H39BaF4GeIN6O6P as an isolated structure.

XYZ file:
```
89
Properties=species:S:1:pos:R:3:forces:R:3:lowdin_spin:R:1
Ba 1.245337 0.500461 -0.467492 0.3 -0.4 0.0 0.010
C 0.463803 4.777843 -1.776986 0.0 0.0 0.0 0.001
C 0.014062 4.164205 -0.462957 0.0 0.0 0.0 0.005
C -1.201455 4.890867 0.093980 0.0 0.0 0.0 0.025
C 1.143426 4.141830 0.558541 0.0 0.0 0.0 0.002
O -0.349357 2.780070 -0.768916 0.0 0.1 0.0 0.134
Ge -1.620725 1.846449 0.108052 0.0 0.1 -0.1 0.425
O -0.565040 1.293973 1.460726 -0.1 0.0 0.1 0.140
C -0.975341 1.084245 2.852640 0.0 0.0 0.0 0.007
C -0.225196 -0.150534 3.324305 0.0 0.0 0.0 0.004
C -2.479402 0.868434 2.909754 0.0 0.0 0.0 0.027
C -0.567029 2.312778 3.645411 0.0 0.0 0.0 0.000
O -1.388775 0.390180 -0.924962 -0.3 0.0 0.0 0.143
C -2.182614 0.050742 -2.107524 0.0 0.1 0.0 0.007
C -3.301525 -0.877105 -1.669953 0.0 0.0 0.0 0.001
C -1.208058 -0.656584 -3.037177 0.0 0.0 0.0 0.006
C -2.726210 1.318183 -2.744702 0.0 0.0 0.0 0.015
H 0.760186 5.816249 -1.627451 0.0 0.0 0.0 0.000
H -0.344985 4.752865 -2.507266 0.0 0.0 0.0 0.000
H 1.323511 4.237948 -2.177843 0.0 0.0 0.0 0.000
H -0.971596 5.939791 0.279076 0.0 0.0 0.0 0.001
H -1.514608 4.458443 1.050984 0.0 0.0 0.0 0.010
H -2.033177 4.850050 -0.612209 0.0 0.0 0.0 0.003
H 1.447383 5.158156 0.811358 0.0 0.0 0.0 0.000
H 2.021912 3.640184 0.145654 0.0 0.0 0.0 0.000
H 0.827526 3.646163 1.477951 0.0 0.0 0.0 0.000
H -0.490350 -1.014752 2.717479 0.0 0.0 0.0 0.000
H -0.467838 -0.368009 4.364824 0.0 0.0 0.0 0.000
H 0.854241 0.012116 3.269257 0.0 0.0 0.0 0.000
H -2.776274 0.014389 2.298815 0.0 0.0 0.0 0.001
H -3.014201 1.762146 2.570794 0.0 0.0 0.0 0.016
H -2.798561 0.681189 3.935101 0.0 0.0 0.0 0.001
H 0.506947 2.485642 3.566080 0.0 0.0 0.0 0.000
H -0.810324 2.180240 4.699578 0.0 0.0 0.0 0.000
H -1.093699 3.200465 3.289653 0.0 0.0 0.0 0.000
H -2.885929 -1.773751 -1.213354 0.0 -0.1 0.0 0.000
H -3.913342 -1.168887 -2.523919 0.0 0.0 0.0 0.000
H -3.949315 -0.382846 -0.942788 0.0 0.0 0.0 0.001
H -0.763370 -1.521055 -2.538939 0.0 0.0 0.0 0.000
H -0.419088 0.028943 -3.363277 0.0 0.0 0.0 0.000
H -1.716363 -1.009699 -3.933707 0.0 0.0 0.0 0.001
H -3.439189 1.818155 -2.080312 0.0 0.0 0.0 0.012
H -3.264150 1.076494 -3.661478 0.0 0.0 0.0 0.000
H -1.921506 2.013456 -2.988964 0.0 0.0 0.0 0.000
C 4.879141 4.816780 -1.311009 0.1 0.0 -0.1 0.000
O 3.990294 3.746292 -1.713703 -0.2 0.1 0.2 0.000
P 4.104148 2.200398 -1.385034 0.0 0.0 -0.2 0.000
O 5.419999 2.152860 -0.487202 0.0 0.0 0.1 0.000
C 5.876232 0.928980 0.113444 0.0 0.0 0.0 0.000
O 4.671835 1.551058 -2.775778 0.1 0.0 0.0 0.000
C 4.042480 1.879129 -4.029260 0.0 0.0 0.0 0.000
H 4.570426 5.181457 -0.334117 0.0 0.0 0.0 0.000
H 4.770896 5.600677 -2.053853 0.0 0.0 0.0 0.000
H 5.908047 4.471329 -1.274338 0.0 0.0 0.0 0.000
H 6.376096 1.192364 1.040055 0.0 0.0 0.0 0.000
H 6.577757 0.437102 -0.557424 0.0 0.0 0.0 0.000
H 5.041325 0.255061 0.324432 0.0 0.0 0.0 0.000
H 4.504105 1.255029 -4.788208 0.0 0.0 0.0 0.000
H 4.203753 2.928989 -4.263725 0.0 0.0 0.0 0.000
H 2.967962 1.675152 -3.996334 0.0 0.0 0.0 0.000
I 4.452315 -5.449561 -1.665830 0.0 0.0 0.0 0.000
C 4.105794 -3.425482 -1.744012 0.0 0.0 0.0 0.000
C 4.841925 -2.466438 -2.404295 0.0 0.0 0.0 0.000
N 4.244536 -1.286002 -2.176805 0.0 0.0 0.0 0.000
N 3.147043 -1.409036 -1.401878 0.0 0.0 0.0 0.000
C 3.064865 -2.715466 -1.139642 0.0 0.0 0.0 0.000
H 5.731258 -2.547697 -3.006739 0.0 0.0 0.0 0.000
H 4.525428 -0.368743 -2.507712 0.0 0.0 0.0 0.000
H 2.271068 -3.105666 -0.526499 0.0 0.0 0.0 0.000
F -1.816271 -6.970796 1.319527 0.0 0.0 0.0 0.000
C -2.585876 -5.939490 1.620106 0.0 0.0 0.0 0.000
C -3.791695 -6.158318 2.171916 0.0 0.0 0.0 0.000
F -4.170767 -7.396260 2.394052 0.0 0.0 0.0 0.000
C -4.701006 -5.081369 2.534236 0.0 0.0 0.0 0.000
C -4.196263 -3.749313 2.239574 0.0 0.0 0.0 0.000
C -2.993741 -3.543981 1.685681 0.0 0.0 0.0 0.000
F -2.604138 -2.289128 1.449786 0.1 0.1 0.0 0.000
C -2.088716 -4.611328 1.330899 0.0 0.0 0.0 0.000
C -0.860178 -4.396804 0.772059 0.2 -0.1 -0.3 0.000
C -0.328831 -3.102148 0.463419 -0.3 0.2 0.4 0.000
N 0.149953 -2.074490 0.271918 0.1 -0.1 -0.2 0.001
C 0.072030 -5.429397 0.422038 0.0 0.0 0.1 0.000
N 0.910824 -6.160715 0.136551 0.0 0.0 -0.1 0.000
F -4.939763 -2.699497 2.530632 0.0 0.0 0.0 0.000
C -5.915497 -5.300788 3.102044 -0.1 0.0 0.0 0.000
C -6.821033 -4.243995 3.453181 0.1 0.1 -0.1 0.000
N -7.546744 -3.398785 3.730356 -0.1 -0.1 0.0 0.000
C -6.424352 -6.604225 3.415307 0.1 0.0 0.1 0.000
N -6.866411 -7.617860 3.724346 0.0 0.0 0.0 0.000
```
Positions in Å, forces in eV/Å.

Summary:
Net charge   +2
Spin multiplicity   2
Frontier orbital gap (alpha / beta)   5.532 / 5.201 eV
E   -5086.9950 Ha
E_LUMO (alpha / beta)   -7.523 / -7.854 eV


DFT (ωB97M-V/def2-TZVPD) results for a 2-piece molecular cluster, C3H3IO2 overall in a non-equilibrium geometry.

XYZ file:
```
9
Properties=species:S:1:pos:R:3:forces:R:3:nbo_charge:R:1
C 0.142512 -0.277066 -0.408358 0.6 -0.2 1.0 0.633
C -0.162983 -0.669918 2.197570 0.8 3.2 2.5 -0.059
C 0.159802 -0.807884 0.789448 -0.6 -0.2 0.4 -0.107
O 0.529819 0.035340 -1.445063 0.0 0.6 -1.5 -0.426
O -0.781286 -1.616976 1.439331 -1.1 -1.4 -0.7 -0.430
I -0.026301 1.756314 -4.765824 0.0 0.1 0.1 -0.103
H 0.657531 -1.049197 2.873388 -1.1 0.5 -0.5 0.195
H -0.802904 0.271778 2.624068 1.5 -2.5 -1.2 0.193
H 0.283810 2.357609 -3.304560 0.0 -0.1 -0.1 0.103
```
Positions in Å, forces in eV/Å.

Summary:
Spin multiplicity   1
Frontier orbital gap   9.151 eV
Relative energy (zero: lowest compared OMol25 entry of this formula, charge and spin)   80.0 kcal/mol
E   -564.1413 Ha
E_LUMO   0.218 eV


DFT (ωB97M-V/def2-TZVPD) results for one molecule with the formula CH2OS in a non-equilibrium geometry.

XYZ file:
```
5
Properties=species:S:1:pos:R:3:forces:R:3:nbo_charge:R:1
C -0.616101 0.449451 -0.079167 -1.8 -1.6 1.7 0.201
H 1.676086 1.005457 0.156377 -0.8 -0.9 -0.3 0.134
H -0.677246 1.487244 0.087555 -0.3 1.8 -0.4 0.135
O -1.572143 -0.293732 0.035423 0.5 0.6 -0.9 -0.524
S 0.954682 -0.177472 -0.003269 2.5 0.1 -0.2 0.054
```
Positions in Å, forces in eV/Å.

Summary:
Spin multiplicity   1
Frontier orbital gap   10.807 eV
Relative energy (zero: lowest compared OMol25 entry of this formula, charge and spin)   6.4 kcal/mol
E   -512.7042 Ha
E_LUMO   0.537 eV


DFT (ωB97M-V/def2-TZVPD) results for O2 as an isolated structure in a non-equilibrium geometry.

XYZ file:
```
2
Properties=species:S:1:pos:R:3:forces:R:3:nbo_charge:R:1
O 0.000000 0.000000 0.846127 0.0 0.0 -10.0 0.000
O 0.000000 0.000000 -0.846127 0.0 0.0 10.0 0.000
```
Positions in Å, forces in eV/Å.

Summary:
Spin multiplicity   1
Frontier orbital gap   7.503 eV
Relative energy (zero: lowest compared OMol25 entry of this formula, charge and spin)   94.2 kcal/mol
E   -150.1465 Ha
E_LUMO   -5.047 eV


DFT (ωB97M-V/def2-TZVPD) results for a 2-piece molecular cluster, C2H7NS2 overall in a non-equilibrium geometry.

XYZ file:
```
12
Properties=species:S:1:pos:R:3:forces:R:3:nbo_charge:R:1
S 1.508696 -1.140958 -2.733873 -0.3 -0.1 0.2 -0.142
S 1.625529 -2.395405 -1.014602 0.0 0.6 -0.7 -0.133
H 1.282603 -2.048168 -3.707559 0.2 -0.1 0.4 0.138
H 2.529283 -1.545579 -0.499068 0.0 -0.3 0.1 0.140
C -1.484647 0.367621 0.177589 -1.4 -0.9 -1.9 -0.497
C -0.749037 1.309700 0.733353 -1.0 2.5 1.3 0.012
N -0.051930 1.205082 1.944112 3.1 -1.9 -1.8 -0.857
H -1.155520 -0.684331 0.098116 -0.7 0.4 1.0 0.205
H -2.472700 0.670137 -0.294870 1.9 -0.4 -0.5 0.212
H -0.820932 2.383871 0.363840 -0.5 -1.3 0.9 0.184
H 0.218682 0.258150 2.202019 -0.2 0.2 -0.3 0.360
H -0.430026 1.619880 2.730944 -1.1 1.4 1.3 0.377
```
Positions in Å, forces in eV/Å.

Summary:
Spin multiplicity   1
Frontier orbital gap   8.221 eV
Relative energy (zero: lowest compared OMol25 entry of this formula, charge and spin)   49.8 kcal/mol
E   -931.4442 Ha
E_LUMO   0.105 eV